a.
10
Properties=species:S:1:pos:R:3 method="wB97M-V/def2-TZVPD" lumo_ev=-0.666 multiplicity=1 homo_ev=-8.668 charge=0
S 2.112 0.188 0.082
O 1.361 0.902 1.145
N -0.926 0.563 -0.594
N -0.193 0.447 -1.450
C -1.688 0.840 0.418
C 1.353 -1.321 -0.188
H -2.725 1.098 0.172
H 0.357 -1.372 0.128
H 1.687 -1.928 -1.018
H -1.338 0.584 1.305

---

b.
10
Properties=species:S:1:pos:R:3 method="wB97M-V/def2-TZVPD" lumo_ev="-0.707 / -0.707" multiplicity=1 homo_ev="-9.042 / -9.043" charge=0
S 0.347 1.119 -0.913
O -0.809 1.999 -0.940
N -0.866 -1.056 0.574
N -0.326 -0.285 1.352
C -0.584 -1.016 -0.773
C 0.705 0.620 0.836
H -1.343 -1.439 -1.320
H 0.481 -1.409 -1.013
H 1.576 0.107 0.706
H 0.818 1.360 1.489

---

Which of them is the most stable? Correct choice: b.

---

a.
10
Properties=species:S:1:pos:R:3 method="wB97M-V/def2-TZVPD" lumo_ev=0.596 multiplicity=1 homo_ev=-8.952 charge=0
S -0.056 -1.133 -0.127
O -2.619 -1.131 0.060
N -1.489 0.991 0.044
N 1.012 0.137 -0.018
C 2.158 -0.325 0.071
C -1.726 -0.368 -0.013
H 2.340 -1.397 0.606
H 3.137 0.179 -0.189
H -0.584 1.471 -0.453
H -2.173 1.575 0.019

---

b.
10
Properties=species:S:1:pos:R:3 method="wB97M-V/def2-TZVPD" lumo_ev=0.074 multiplicity=1 homo_ev=-8.724 charge=0
S -2.033 -0.227 -0.378
O 2.828 0.360 -0.321
N 0.414 1.230 -0.823
N 2.413 -0.741 -0.456
C 0.889 -1.002 -0.342
C -0.076 0.136 -0.537
H -0.079 2.085 -1.014
H -2.250 1.101 -0.392
H 0.753 -1.441 0.653
H 0.645 -1.796 -1.055

---

c.
10
Properties=species:S:1:pos:R:3 method="wB97M-V/def2-TZVPD" lumo_ev=-0.291 multiplicity=1 homo_ev=-9.793 charge=0
S -0.500 -1.360 -0.121
O -2.381 0.674 -0.436
N 0.654 1.220 0.192
N 2.207 -0.475 -0.234
C 0.948 -0.183 -0.294
C -2.002 -0.426 0.131
H -2.754 -1.358 1.015
H 1.652 1.826 0.653
H 2.401 -1.468 -0.158
H -0.225 1.550 -0.747

---

d.
10
Properties=species:S:1:pos:R:3 method="wB97M-V/def2-TZVPD" lumo_ev=0.633 multiplicity=1 homo_ev=-9.765 charge=0
S -2.058 -1.304 0.113
O 1.339 -1.863 -0.185
N -2.442 -0.107 -0.905
N -1.214 -0.407 1.159
C -1.913 1.014 -0.462
C -1.199 0.838 0.736
H -0.672 1.587 1.296
H 1.803 -2.689 -0.041
H -2.062 1.923 -1.010
H 1.994 -1.195 -0.394

---

Which of them is the most stable? Correct choice: d.

---

a.
10
Properties=species:S:1:pos:R:3 method="wB97M-V/def2-TZVPD" lumo_ev=0.244 smiles="[H]/N=C1/NSCO1" multiplicity=1 homo_ev=-8.508 charge=0
S 1.763 -0.597 -0.205
O -0.458 0.945 -0.098
N -2.095 -0.620 -0.132
N 0.225 -1.234 0.208
C 1.028 0.942 0.072
C -0.804 -0.334 -0.066
H -0.031 -2.225 0.016
H 1.579 1.687 -0.517
H 1.352 1.053 1.090
H -2.561 0.383 -0.369

---

b.
10
Properties=species:S:1:pos:R:3 method="wB97M-V/def2-TZVPD" lumo_ev=-0.327 multiplicity=1 homo_ev=-9.362 charge=0
S -1.164 -0.730 1.820
O 0.218 -0.780 -0.542
N 0.575 2.113 -2.097
N 0.806 0.520 -0.104
C -0.528 -1.310 0.465
C 1.207 1.015 -1.360
H 2.509 0.450 -1.465
H 1.184 2.045 -2.916
H -0.737 -2.465 0.227
H 0.179 1.238 0.148

---

c.
10
Properties=species:S:1:pos:R:3 method="wB97M-V/def2-TZVPD" lumo_ev=-0.545 smiles="[H]/N=C(/N)C(O)=S" multiplicity=1 homo_ev=-9.301 charge=0
S -1.687 -0.488 -0.129
O -0.468 1.619 0.215
N 1.154 -1.483 0.216
N 2.163 0.672 -0.188
C -0.328 0.344 -0.052
C 1.184 -0.138 -0.047
H 1.878 1.573 -0.531
H 1.980 -2.171 0.387
H -0.039 -1.770 0.110
H -1.438 1.658 0.768

---

Which of them is the most stable? Correct choice: a.

---

a.
14
Properties=species:S:1:pos:R:3 method="wB97M-V/def2-TZVPD" lumo_ev=0.998 smiles=C[C@@]1(CF)CN1 multiplicity=1 homo_ev=-9.541 charge=0
F 1.879 -0.144 -0.363
N -0.591 -0.935 -0.804
C -0.343 0.191 0.113
C -1.334 -0.868 0.419
C -0.805 1.559 -0.172
C 1.003 0.076 0.711
H 1.003 -0.768 1.495
H 0.178 -1.585 -0.767
H -0.294 1.973 -1.056
H -2.372 -0.696 0.355
H -1.957 1.461 -0.471
H 1.393 1.081 1.033
H -1.188 -1.640 1.231
H -0.676 2.261 0.646

---

b.
14
Properties=species:S:1:pos:R:3 method="wB97M-V/def2-TZVPD" lumo_ev=0.623 multiplicity=1 homo_ev=-9.499 charge=0
F 3.854 -0.394 0.202
N -0.644 -0.709 -0.138
C 1.563 0.592 -0.104
C 2.410 -0.426 0.046
C 0.049 0.532 0.052
C -2.132 -0.345 0.263
H 1.829 1.719 -0.334
H -0.224 1.093 1.021
H -0.422 1.010 -0.736
H -2.498 1.057 0.192
H -2.879 -1.219 -0.528
H -2.408 -0.706 1.524
H -0.679 -0.696 -1.381
H 2.181 -1.508 -0.080

---

Which of them is the most stable? Correct choice: a.

---

a.
14
Properties=species:S:1:pos:R:3 method="wB97M-V/def2-TZVPD" lumo_ev=0.206 smiles=O[C@H]1C[C@](O)(I)C1 multiplicity=1 homo_ev=-9.419 charge=0
I 2.910 -0.326 -0.100
O -2.053 -1.084 0.150
O 0.920 2.056 0.148
C -0.105 0.020 -0.968
C 0.066 0.123 1.188
C 0.847 0.698 0.042
C -0.600 -0.882 0.209
H -0.740 0.757 1.446
H -2.433 -1.666 -0.552
H 1.529 2.471 -0.518
H -0.865 0.666 -1.214
H 0.030 -1.902 0.176
H 0.483 -0.423 1.937
H 0.012 -0.507 -1.944

---

b.
14
Properties=species:S:1:pos:R:3 method="wB97M-V/def2-TZVPD" lumo_ev=0.324 smiles=O[C@H]1OCC[C@@H]1I multiplicity=1 homo_ev=-9.590 charge=0
I -2.008 2.027 0.268
O 0.265 -0.351 -1.399
O 2.040 0.699 -0.327
C 0.719 0.814 -0.759
C -0.441 -1.283 -0.567
C -0.509 -0.570 0.805
C -0.134 0.939 0.535
H -0.044 -1.025 1.685
H 0.557 1.566 -1.524
H -1.472 -1.442 -0.897
H -1.570 -0.508 1.069
H 0.340 1.320 1.436
H 2.107 0.010 0.327
H 0.150 -2.196 -0.653

---

Which of them is the most stable? Correct choice: b.